A molecular structure, C31H23BrClFeN4O5S, computed with wB97M-V/def2-TZVPD.

The geometry in ORCA input format:
```
! RIJCOSX wB97M-V def2-TZVPD def2/J DEFGRID3
* xyz 0 6
Fe -0.22 0.36 -0.09
Cl 5.09 -1.48 4.50
C 3.70 -0.91 3.62
C 3.21 0.37 3.87
C 2.10 0.83 3.20
C 1.45 0.02 2.25
O 0.38 0.47 1.65
C 1.97 -1.26 1.99
C 1.34 -2.15 1.04
N 0.44 -1.76 0.21
C -0.23 -2.69 -0.60
C 0.29 -3.80 -1.20
C -0.55 -4.64 -1.96
C -1.88 -4.36 -2.11
C -2.44 -3.21 -1.52
C -3.80 -2.84 -1.63
C -4.23 -1.69 -1.03
C -3.30 -0.87 -0.36
N -2.03 -1.19 -0.23
C -1.61 -2.36 -0.78
C 3.09 -1.73 2.70
H 3.71 1.00 4.59
H 1.71 1.82 3.38
H 1.62 -3.20 1.08
H 1.34 -4.02 -1.10
H -0.12 -5.51 -2.43
H -2.52 -5.02 -2.69
H -4.49 -3.47 -2.18
H -5.26 -1.37 -1.09
H -3.60 0.08 0.07
H 3.47 -2.72 2.51
O 2.90 0.39 -0.49
C 1.80 0.39 -0.91
Br -1.76 2.14 -0.28
O -1.95 0.04 -4.26
C -0.81 -0.06 -4.99
C -0.86 -0.06 -6.39
C 0.30 -0.13 -7.13
C 1.54 -0.21 -6.51
C 1.59 -0.20 -5.13
C 0.43 -0.13 -4.35
C 0.56 -0.09 -2.88
O 1.77 0.07 -2.43
O -0.43 -0.20 -2.14
H -2.69 0.16 -4.87
H -1.82 0.01 -6.88
H 0.24 -0.13 -8.21
H 2.45 -0.26 -7.09
H 2.54 -0.23 -4.61
N 4.28 3.18 -0.04
C 3.05 3.37 -0.61
S 1.73 3.65 0.34
N 3.10 3.28 -1.97
C 2.11 3.34 -2.97
C 0.74 3.38 -2.74
C -0.13 3.38 -3.82
C 0.33 3.34 -5.12
C 1.69 3.30 -5.35
C 2.58 3.31 -4.29
H 4.23 3.03 0.96
H 4.93 2.58 -0.52
H 4.02 3.15 -2.35
H 0.36 3.42 -1.74
H -1.20 3.39 -3.61
H -0.37 3.33 -5.95
H 2.08 3.26 -6.36
H 3.64 3.27 -4.48
*
```

The frontier orbital gap (alpha / beta) is 0.2677 / 0.2593 hartree. For the energy above the lowest of the compared OMol25 structures with the same formula, charge and spin, the calculation gives 17.0 kcal per mole. Its largest force on an atom is 0.93 eV Å⁻¹.



C4H6N2O in the gas phase at a distorted geometry, computed with wB97M-V/def2-TZVPD.

The geometry in ORCA input format:
```
! RIJCOSX wB97M-V def2-TZVPD def2/J DEFGRID3
* xyz 0 1
H 1.01 2.52 -1.11
N 1.55 1.71 -0.71
C 0.64 0.79 -0.33
C -0.86 0.87 -0.33
O -1.68 -0.37 -0.12
C -0.96 -1.41 0.56
C 0.35 -1.49 0.68
N 1.12 -0.30 0.37
H -1.22 1.03 -1.30
H -1.19 1.76 0.30
H -1.86 -1.89 0.96
H 0.91 -2.37 1.00
H 2.12 -0.56 -0.03
*
```

The frontier orbital gap is 0.3367 hartree. The SMILES is [H]/N=C1\COC=CN1. For the energy above the lowest of the compared OMol25 structures with the same formula, charge and spin, the calculation gives 70.9 kcal per mole. Its largest force on an atom is 4.82 eV Å⁻¹.



A molecular structure, H2OTl at a distorted geometry, computed with wB97M-V/def2-TZVPD.

The geometry in ORCA input format:
```
! RIJCOSX wB97M-V def2-TZVPD def2/J DEFGRID3
* xyz 0 2
H -0.22 1.00 -0.39
O -0.04 0.18 0.08
Tl 0.38 -1.78 -0.86
H -0.12 0.60 1.17
*
```

The frontier orbital gap (alpha / beta) is 0.1569 / 0.3667 hartree. For the energy above the lowest of the compared OMol25 structures with the same formula, charge and spin, the calculation gives 0.0 kcal per mole. Its largest force on an atom is 7.16 eV Å⁻¹.



9 unconnected molecules or ions with the total composition C42H93N3O12S6 at a distorted geometry, computed with wB97M-V/def2-TZVPD.

The geometry in ORCA input format:
```
! RIJCOSX wB97M-V def2-TZVPD def2/J DEFGRID3
* xyz 0 1
O 1.40 -0.24 -9.01
S 1.37 -1.29 -8.04
O 0.28 -1.10 -7.11
C 1.63 -2.99 -8.82
C 2.42 -3.79 -7.84
C 3.56 -2.81 -7.36
C 2.98 -1.36 -7.17
H 2.23 -2.80 -9.70
H 0.63 -3.43 -8.84
H 1.79 -3.94 -6.96
H 2.76 -4.70 -8.34
H 4.24 -2.97 -8.19
H 4.19 -3.16 -6.54
H 3.62 -0.68 -7.74
H 2.96 -0.91 -6.17
O -3.23 4.03 6.21
S -2.19 3.85 7.21
O -1.34 4.94 7.58
C -2.90 3.06 8.80
C -1.82 1.98 9.13
C -1.30 1.42 7.70
C -1.16 2.52 6.60
H -3.86 2.61 8.55
H -3.08 3.81 9.57
H -0.93 2.33 9.67
H -2.32 1.19 9.69
H -2.04 0.66 7.47
H -0.34 0.95 7.89
H -1.52 2.22 5.62
H -0.12 2.85 6.63
O 1.68 5.58 -9.63
S 2.53 5.32 -8.48
O 3.54 4.24 -8.35
C 3.19 7.02 -8.06
C 2.82 7.17 -6.54
C 1.47 6.52 -6.34
C 1.40 5.18 -7.07
H 2.47 7.61 -8.63
H 4.14 7.28 -8.53
H 3.54 6.69 -5.87
H 2.87 8.23 -6.30
H 0.72 7.14 -6.84
H 1.14 6.56 -5.30
H 0.42 4.82 -7.38
H 1.83 4.38 -6.46
O 8.23 0.62 -1.37
S 7.19 1.57 -1.87
O 5.87 1.05 -2.18
C 7.03 2.98 -0.69
C 6.82 4.25 -1.62
C 7.74 4.08 -2.79
C 7.72 2.67 -3.40
H 8.02 3.01 -0.23
H 6.34 2.84 0.15
H 5.80 4.30 -2.00
H 6.91 5.12 -0.98
H 8.70 4.54 -2.56
H 7.44 4.66 -3.66
H 8.73 2.27 -3.42
H 7.16 2.23 -4.23
O 10.79 -2.24 5.37
S 10.06 -3.49 5.30
O 9.82 -4.29 6.55
C 8.40 -3.08 4.58
C 8.36 -3.71 3.19
C 9.75 -3.85 2.69
C 10.67 -4.57 3.85
H 8.33 -1.99 4.53
H 7.61 -3.44 5.23
H 7.87 -4.67 3.33
H 7.81 -3.25 2.37
H 10.10 -2.87 2.36
H 9.88 -4.44 1.79
H 11.76 -4.62 3.75
H 10.25 -5.49 4.26
O 2.22 8.26 1.94
S 0.87 8.25 1.38
O 0.19 9.53 1.17
C 0.93 7.27 -0.18
C 0.17 6.01 0.16
C 0.12 5.83 1.69
C -0.13 7.14 2.38
H 1.94 7.11 -0.58
H 0.42 7.78 -1.00
H -0.83 6.22 -0.21
H 0.36 5.11 -0.42
H 1.12 5.56 2.02
H -0.57 5.00 1.86
H -0.18 7.40 3.44
H -1.16 7.37 2.11
C -6.06 -11.42 0.62
C -6.08 -11.05 2.07
N -5.88 -9.59 2.15
C -6.70 -8.65 1.44
C -8.12 -8.64 2.03
C -5.41 -9.23 3.50
C -3.92 -8.86 3.58
H -6.99 -11.19 0.09
H -5.98 -12.50 0.53
H -5.28 -10.96 0.01
H -7.10 -11.07 2.45
H -5.43 -11.75 2.59
H -6.18 -7.69 1.40
H -6.50 -8.87 0.39
H -8.30 -7.95 2.86
H -8.79 -8.26 1.26
H -8.49 -9.58 2.45
H -5.37 -10.04 4.23
H -5.86 -8.35 3.95
H -3.39 -9.77 3.31
H -3.78 -8.62 4.64
H -3.53 -8.05 2.97
C -6.45 2.76 1.01
C -7.92 2.35 0.82
N -8.44 1.70 -0.41
C -9.86 1.32 -0.44
C -10.57 2.51 -1.04
C -7.58 0.60 -0.93
C -8.00 -0.05 -2.23
H -6.07 3.19 0.08
H -5.79 1.94 1.29
H -6.45 3.53 1.78
H -8.10 1.77 1.72
H -8.58 3.22 0.89
H -10.10 0.59 -1.21
H -10.29 0.91 0.47
H -10.61 3.35 -0.35
H -10.02 2.86 -1.90
H -11.52 2.19 -1.47
H -7.28 -0.01 -0.08
H -6.66 1.16 -1.07
H -8.59 -0.94 -2.01
H -7.10 -0.38 -2.76
H -8.37 0.64 -2.99
C 3.12 -0.72 2.52
C 2.09 0.16 1.78
N 0.91 -0.60 1.21
C 0.10 0.08 0.16
C 0.79 0.26 -1.17
C 0.25 -1.43 2.26
C -1.21 -1.77 2.09
H 4.12 -0.29 2.43
H 3.13 -1.75 2.16
H 3.02 -0.69 3.61
H 1.83 1.11 2.25
H 2.52 0.46 0.82
H -0.75 -0.48 -0.24
H -0.12 1.09 0.52
H 0.25 0.69 -2.02
H 1.67 0.90 -1.11
H 1.17 -0.70 -1.52
H 0.45 -1.04 3.25
H 0.68 -2.43 2.25
H -1.67 -2.00 1.13
H -1.98 -1.22 2.62
H -1.24 -2.78 2.50
*
```

The frontier orbital gap is 0.2776 hartree. The SMILES is O=S1(=O)CCCC1.O=S1(=O)CCCC1.O=S1(=O)CCCC1.O=S1(=O)CCCC1.O=S1(=O)CCCC1.O=S1(=O)CCCC1.CCN(CC)CC.CCN(CC)CC.CCN(CC)CC. For the energy above the lowest of the compared OMol25 structures with the same formula, charge and spin, the calculation gives 182.0 kcal per mole. Its largest force on an atom is 4.68 eV Å⁻¹.



C4H9NO2 in the gas phase at a distorted geometry, computed with wB97M-V/def2-TZVPD.

The geometry in ORCA input format:
```
! RIJCOSX wB97M-V def2-TZVPD def2/J DEFGRID3
* xyz 0 1
C 1.00 -2.00 -1.29
N 0.06 -0.92 -1.10
C 0.22 -0.12 0.05
C -0.99 0.03 0.91
O -1.87 -0.80 1.01
O -0.92 1.24 1.49
C 0.12 2.40 0.87
H 2.02 -1.60 -1.28
H 0.82 -2.43 -2.27
H 0.93 -2.80 -0.53
H -0.91 -1.19 -1.20
H 0.38 0.92 -0.21
H 1.08 -0.39 0.68
H 0.59 2.62 1.81
H -0.66 3.05 0.51
H 0.94 2.43 0.09
*
```

The frontier orbital gap is 0.3375 hartree. The SMILES is CNCC(=O)OC. For the energy above the lowest of the compared OMol25 structures with the same formula, charge and spin, the calculation gives 82.2 kcal per mole. Its largest force on an atom is 1.78 eV Å⁻¹.



A molecular structure, C9H10CrN2 at a distorted geometry, computed with wB97M-V/def2-TZVPD.

The geometry in ORCA input format:
```
! RIJCOSX wB97M-V def2-TZVPD def2/J DEFGRID3
* xyz -2 5
C 2.32 0.16 -0.96
C 2.23 -0.33 0.37
C 1.59 0.65 1.18
C 1.32 1.80 0.37
C 1.85 1.53 -0.95
Cr 0.09 0.40 -0.64
C -0.17 -2.58 -0.07
C -0.50 -3.42 -1.09
C -0.78 -3.22 -2.38
N -0.48 1.54 -1.75
H 1.47 0.59 2.27
H 2.69 -1.26 0.74
H 0.83 2.73 0.69
H 1.86 2.21 -1.81
H 2.84 -0.33 -1.79
H 0.82 -2.74 0.41
H -0.65 0.81 -2.52
H -0.88 -2.02 0.60
H -0.95 -4.02 -3.06
H -0.84 -2.20 -2.85
N -1.95 0.79 1.75
C -1.24 0.47 0.86
*
```

The frontier orbital gap (alpha / beta) is 0.1219 / 0.2339 hartree. For the energy above the lowest of the compared OMol25 structures with the same formula, charge and spin, the calculation gives 0.0 kcal per mole. Its largest force on an atom is 3.27 eV Å⁻¹.



A molecular structure, C18H58BN13O12Pd at a distorted geometry, computed with wB97M-V/def2-TZVPD.

The geometry in ORCA input format:
```
! RIJCOSX wB97M-V def2-TZVPD def2/J DEFGRID3
* xyz 0 3
N -1.89 0.40 -0.10
H -2.04 1.40 -0.16
H -1.94 0.13 0.87
H -0.98 0.19 -0.48
H -2.52 -0.06 -0.74
Pd 1.03 -1.44 -3.01
B 0.56 -0.40 -1.02
H 1.59 -0.71 -1.02
H -0.05 -1.29 -1.09
H 0.35 0.08 -0.08
H 0.38 0.23 -1.87
C -0.80 -2.47 -4.63
O -1.05 -1.59 -3.78
O 0.42 -2.69 -4.79
O -1.78 -3.16 -4.98
C -6.73 3.37 -0.13
O -5.68 4.15 0.39
C -4.94 3.41 1.46
C -3.88 2.44 1.00
N -2.79 3.09 0.22
C -1.76 3.78 1.12
C -0.41 4.01 0.44
O 0.23 2.72 0.12
C 1.35 2.93 -0.78
H -6.39 2.39 -0.45
H -7.13 3.75 -1.07
H -7.51 3.24 0.63
H -5.68 2.99 2.14
H -4.58 4.23 2.09
H -4.49 1.67 0.55
H -3.45 1.98 1.89
H -3.12 3.56 -0.60
H -1.51 3.23 2.03
H -2.11 4.76 1.43
H 0.40 4.56 0.94
H -0.63 4.64 -0.42
H 1.86 3.88 -0.72
H 0.98 2.90 -1.81
H 2.05 2.10 -0.72
C -4.54 2.23 4.84
O -3.94 1.11 4.23
C -2.55 1.25 4.23
C -2.02 -0.08 3.70
N -2.59 -0.49 2.44
C -2.21 -1.90 2.14
C -0.74 -2.34 2.03
O -0.11 -2.66 3.24
C 1.22 -3.21 3.03
H -4.35 2.27 5.91
H -5.62 2.11 4.74
H -4.24 3.20 4.46
H -2.38 1.37 5.30
H -2.16 2.10 3.68
H -2.10 -0.85 4.47
H -0.96 0.02 3.51
H -3.53 -0.59 2.78
H -2.67 -2.22 1.20
H -2.64 -2.60 2.85
H -0.09 -1.61 1.55
H -0.70 -3.24 1.41
H 1.01 -4.17 2.56
H 1.80 -3.31 3.94
H 1.77 -2.57 2.34
C 2.50 0.28 2.18
O 3.09 0.19 3.22
N 1.51 1.05 1.91
N 2.69 -0.53 1.16
H 1.21 1.75 2.57
H 1.00 0.81 1.07
H 3.40 -1.22 1.33
H 2.09 -0.49 0.36
C 4.02 -1.68 -4.12
O 3.12 -1.51 -3.34
N 4.67 -2.77 -4.44
N 4.78 -0.71 -4.59
H 4.45 -3.70 -4.11
H 5.34 -2.70 -5.19
H 5.48 -1.03 -5.25
H 4.64 0.27 -4.43
C 1.67 -4.13 -1.19
O 1.54 -3.24 -2.02
N 0.68 -4.72 -0.64
N 2.77 -4.61 -0.71
H -0.24 -4.49 -1.01
H 0.97 -5.47 -0.04
H 2.68 -5.44 -0.13
H 3.69 -4.31 -0.99
C 5.86 -2.18 0.35
O 5.29 -2.06 1.45
N 7.10 -2.39 0.24
N 5.23 -2.12 -0.77
H 7.61 -2.45 1.11
H 7.49 -2.19 -0.67
H 5.83 -2.28 -1.57
H 4.23 -2.11 -0.85
C 0.67 1.43 -4.19
O 1.39 0.50 -4.00
N -0.61 1.18 -4.30
N 1.01 2.62 -4.42
H -1.30 1.88 -4.53
H -0.93 0.27 -4.01
H 0.34 3.34 -4.64
H 2.00 2.74 -4.25
*
```

The frontier orbital gap (alpha / beta) is 0.2261 / 0.2294 hartree. For the energy above the lowest of the compared OMol25 structures with the same formula, charge and spin, the calculation gives 9.6 kcal per mole. Its largest force on an atom is 7.12 eV Å⁻¹.



C5H9NO in the gas phase at a distorted geometry, computed with wB97M-V/def2-TZVPD.

The geometry in ORCA input format:
```
! RIJCOSX wB97M-V def2-TZVPD def2/J DEFGRID3
* xyz 0 1
C -0.07 2.18 1.27
C -0.98 1.49 0.57
C -1.06 0.01 0.63
C 0.20 -0.82 0.32
N -0.18 -2.13 -0.16
C 1.13 -0.11 -0.72
O 1.01 -0.36 -1.88
H -0.26 3.22 1.52
H 0.63 1.68 1.92
H -1.80 2.03 0.13
H -1.33 -0.25 1.66
H -1.89 -0.37 0.03
H 0.89 -0.99 1.17
H -1.14 -2.18 -0.48
H 0.31 -2.45 -0.99
H 1.96 0.50 -0.35
*
```

The frontier orbital gap is 0.3782 hartree. The SMILES is C=CC[C@@H](N)C=O. For the energy above the lowest of the compared OMol25 structures with the same formula, charge and spin, the calculation gives 55.1 kcal per mole. Its largest force on an atom is 1.45 eV Å⁻¹.



C6H11N in the gas phase, computed with wB97M-V/def2-TZVPD.

The geometry in ORCA input format:
```
! RIJCOSX wB97M-V def2-TZVPD def2/J DEFGRID3
* xyz 0 1
C -1.53 0.26 -1.27
C -1.46 -0.07 0.21
C -1.00 -1.34 0.69
N 0.26 -1.54 0.40
C 0.74 -0.25 0.28
C 1.65 0.06 -0.87
C 0.98 0.59 1.52
H -1.25 1.30 -1.47
H -2.56 0.14 -1.64
H -0.88 -0.38 -1.87
H -2.24 0.43 0.78
H -1.60 -2.06 1.24
H 1.31 0.97 -1.37
H 1.66 -0.75 -1.59
H 2.68 0.26 -0.52
H 2.01 0.39 1.87
H 0.29 0.35 2.32
H 0.92 1.65 1.29
*
```

The frontier orbital gap is 0.3257 hartree. The SMILES is C/C=C\N=C(C)C. For the energy above the lowest of the compared OMol25 structures with the same formula, charge and spin, the calculation gives 67.0 kcal per mole. Its largest force on an atom is 0.47 eV Å⁻¹.



A molecular structure, C39H32Cl2N7O2RuS at a distorted geometry, computed with wB97M-V/def2-TZVPD.

The geometry in ORCA input format:
```
! RIJCOSX wB97M-V def2-TZVPD def2/J DEFGRID3
* xyz 0 2
Ru 0.14 0.16 0.21
C -3.17 0.46 0.57
N -2.33 0.23 -0.61
C -2.62 -1.06 -1.22
C -2.05 -2.20 -0.41
C -2.31 -3.52 -0.75
C -1.75 -4.53 0.02
C -0.99 -4.18 1.13
C -0.81 -2.84 1.40
N -1.29 -1.86 0.63
C -2.40 1.32 -1.57
C -1.83 2.59 -0.98
C -2.32 3.83 -1.37
C -1.80 4.98 -0.79
C -0.81 4.82 0.19
C -0.35 3.56 0.48
N -0.84 2.45 -0.09
C -2.49 0.18 1.89
C -3.19 -0.38 2.95
C -2.57 -0.51 4.18
C -1.25 -0.07 4.31
C -0.62 0.48 3.21
N -1.22 0.61 2.03
H -4.10 -0.13 0.51
H -3.46 1.52 0.58
H -2.17 -1.09 -2.22
H -3.71 -1.21 -1.35
H -2.93 -3.75 -1.60
H -1.90 -5.57 -0.23
H -0.55 -4.92 1.77
H -0.25 -2.51 2.27
H -3.43 1.50 -1.92
H -1.80 1.05 -2.44
H -3.10 3.89 -2.11
H -2.16 5.95 -1.07
H -0.39 5.68 0.69
H 0.44 3.40 1.21
H -4.21 -0.70 2.81
H -3.09 -0.94 5.02
H -0.74 -0.13 5.26
H 0.39 0.85 3.27
O 3.83 -1.92 0.50
S 2.46 -1.73 0.89
O 2.09 -2.82 2.06
N 2.08 -0.35 1.52
C 3.08 0.63 1.43
C 4.14 0.65 2.32
C 5.11 1.64 2.24
C 5.05 2.60 1.26
C 4.01 2.59 0.31
C 3.91 3.54 -0.72
C 2.87 3.44 -1.63
C 1.94 2.42 -1.48
N 1.98 1.53 -0.49
C 3.01 1.59 0.39
C 2.87 -2.77 3.20
C 2.35 -2.17 4.34
C 3.10 -2.14 5.50
C 4.37 -2.70 5.52
C 4.89 -3.28 4.37
C 4.15 -3.31 3.21
H 4.19 -0.11 3.09
H 5.93 1.64 2.94
H 5.80 3.38 1.20
H 4.65 4.33 -0.79
H 2.77 4.14 -2.44
H 1.11 2.34 -2.17
H 1.37 -1.72 4.28
H 2.69 -1.68 6.39
H 4.96 -2.66 6.42
H 5.88 -3.70 4.38
H 4.54 -3.74 2.30
Cl 2.59 -4.77 0.08
C 1.89 -4.10 -1.34
C 1.81 -4.87 -2.49
C 1.25 -4.34 -3.64
C 0.79 -3.03 -3.65
C 0.89 -2.27 -2.51
Cl 0.41 -0.61 -2.48
C 1.42 -2.78 -1.31
N 1.38 -1.97 -0.22
H 2.19 -5.87 -2.47
H 1.20 -4.93 -4.54
H 0.37 -2.60 -4.55
*
```

The frontier orbital gap (alpha / beta) is 0.1977 / 0.1830 hartree. For the energy above the lowest of the compared OMol25 structures with the same formula, charge and spin, the calculation gives 41.0 kcal per mole. Its largest force on an atom is 1.71 eV Å⁻¹.



The highest energy above the lowest of the compared OMol25 structures with the same formula, charge and spin belongs to which entry? C42H93N3O12S6